(1)
This record from the OMol25 dataset describes the molecule C5H10N4 in a non-equilibrium geometry. The level of theory is the ωB97M-V functional and the def2-TZVPD basis.

Structure (XYZ):
```
19
Properties=species:S:1:pos:R:3
C -1.95390 -1.33576 -0.36050
C -1.15209 -0.69785 0.69821
N -0.38531 0.33978 0.01485
C -0.88752 1.69138 0.00246
C 0.94807 0.13092 -0.13755
N 1.43568 -1.08249 -0.20985
C 2.76936 -0.96437 -0.16997
N 3.19277 0.25924 -0.25500
N 2.03792 1.00205 -0.10198
H -2.48920 -0.67121 -1.00231
H -1.22907 -1.83865 -0.93056
H -2.66372 -1.98915 0.15325
H -1.68413 -0.05360 1.43053
H -0.44698 -1.31123 1.21043
H -0.77202 2.19378 -1.03236
H -1.93142 1.76043 0.43417
H -0.33794 2.39301 0.62280
H 3.46907 -1.82584 -0.13949
H 2.08043 1.99952 -0.22713
```

**SMILES**: CCN(C)c1ncn[nH]1
**Total energy**: -415.50537 Eh
**Energy above the lowest of the compared OMol25 structures with the same formula, charge and spin**: 1.401 eV
**Kohn-Sham gap**: 9.00 eV
**F_max**: 3.218 eV/A

(2)
This record from the OMol25 dataset describes the molecule C5H8OS in a non-equilibrium geometry. The level of theory is the ωB97M-V functional and the def2-TZVPD basis.

Structure (XYZ):
```
15
Properties=species:S:1:pos:R:3
C 0.19673 -0.93222 -0.52972
C 0.28106 0.54059 -0.25457
C -1.10815 1.11199 -0.42579
C -0.43823 -0.81659 0.84816
C 0.53741 0.44102 1.24733
H 2.27606 -1.09289 -1.94007
H -0.69403 -1.17526 -1.24470
H 0.86608 1.19463 -1.06936
H -1.46241 1.95447 0.32182
H -1.63609 1.15133 -1.48291
H -0.57158 -1.65183 1.68724
H 0.11223 1.25321 1.89641
H 1.62972 -0.06952 1.43987
O -1.64096 -0.12681 0.38101
S 1.65215 -1.78210 -0.87472
```

**Total energy**: -668.58449 Eh
**Energy above the lowest of the compared OMol25 structures with the same formula, charge and spin**: 4.192 eV
**Kohn-Sham gap**: 9.93 eV
**F_max**: 8.154 eV/A

(3)
This record from the OMol25 dataset describes the molecule C5H9NS in a non-equilibrium geometry. The level of theory is the ωB97M-V functional and the def2-TZVPD basis.

Structure (XYZ):
```
16
Properties=species:S:1:pos:R:3
C -1.52574 -1.41547 0.13769
C -0.40974 -0.51797 -0.39633
N -0.65228 0.90819 -0.02394
C 0.62137 1.62370 0.32371
C 1.57755 0.59644 -0.28836
S 2.73230 -0.78272 0.00592
C 0.94212 -0.66356 0.24308
H -1.40497 -2.49978 -0.07107
H -2.49330 -1.10720 -0.21741
H -1.56500 -1.33793 1.23145
H -0.34004 -0.69488 -1.45112
H -1.14354 1.42004 -0.74752
H 0.63625 2.53604 -0.17145
H 0.72188 1.76472 1.40250
H 1.48631 0.74142 -1.32619
H 0.81683 -0.57104 1.34906
```

**SMILES**: C[C@H]1NC[C@H]2S[C@H]12
**Total energy**: -648.74371 Eh
**Energy above the lowest of the compared OMol25 structures with the same formula, charge and spin**: 2.978 eV
**Kohn-Sham gap**: 9.86 eV
**F_max**: 2.214 eV/A

(4)
This record from the OMol25 dataset describes a structure of composition C49H55AsGeN4O3PtS3. The level of theory is the ωB97M-V functional and the def2-TZVPD basis.

Structure (XYZ):
```
117
Properties=species:S:1:pos:R:3
Pt -0.95243 0.39293 -0.60085
O 3.84960 -0.48491 2.00368
C 3.05665 -1.52284 2.31761
C 3.48513 -2.35834 3.35088
C 2.71859 -3.43262 3.74102
C 1.49738 -3.70726 3.11858
C 1.07172 -2.89503 2.09578
C 1.83938 -1.79808 1.66707
C 1.35939 -0.95322 0.58203
O 0.21780 -1.34097 -0.05427
N 1.96226 0.12272 0.22264
N 1.28779 0.82474 -0.77711
C 2.04247 1.56130 -1.50730
S 3.78011 1.56493 -1.39653
C 3.99739 2.97458 -2.51526
C 2.91949 2.90253 -3.57952
S 1.34655 2.58242 -2.73768
H 3.42390 0.04552 1.30226
H 4.42851 -2.13323 3.82659
H 3.06900 -4.06983 4.54114
H 0.89595 -4.54450 3.43896
H 0.12277 -3.09143 1.61493
H 4.99414 2.90007 -2.94865
H 3.92576 3.89813 -1.94127
H 3.10600 2.10112 -4.29471
H 2.82180 3.84891 -4.11014
Ge 0.45502 -2.58867 -1.47803
C 1.18203 -1.55258 -2.91760
C 2.54267 -1.61080 -3.21423
C 3.05946 -0.91062 -4.29636
C 2.21796 -0.14768 -5.09090
C 0.85889 -0.08530 -4.80780
C 0.33925 -0.79402 -3.73510
C -1.30774 -3.21895 -1.87154
C -2.44691 -2.73597 -1.23801
C -3.70874 -3.14113 -1.65173
C -3.83747 -4.04222 -2.69760
C -2.70564 -4.54554 -3.32412
C -1.44678 -4.13450 -2.91674
H 1.47573 -3.54005 -0.86001
H 3.21303 -2.19736 -2.59610
H 4.11523 -0.96958 -4.52284
H 2.61693 0.37837 -5.94817
H 0.20798 0.50577 -5.43775
H -0.73558 -0.78765 -3.55965
H -2.36314 -2.06668 -0.39303
H -4.58622 -2.76039 -1.14733
H -4.81830 -4.36300 -3.02019
H -2.80351 -5.25820 -4.13147
H -0.57581 -4.53552 -3.42243
C -4.11988 5.97323 -2.61579
C -2.85638 6.79122 -2.86559
C -1.68316 6.46877 -1.94216
C -0.95080 5.15122 -2.18032
N -1.69320 3.97463 -1.70343
C -2.08806 2.88548 -2.33260
S -2.68490 1.53793 -1.34705
N -2.13401 2.69460 -3.63889
C -2.22537 3.64860 -4.75330
C -3.43874 3.35907 -5.62840
C -3.41405 2.04231 -6.40731
C -3.65296 0.77269 -5.58347
H -4.92304 6.29279 -3.27823
H -4.46782 6.10609 -1.58992
H -3.97741 4.90363 -2.77197
H -3.09973 7.84669 -2.73416
H -2.53724 6.69772 -3.90842
H -2.01959 6.49228 -0.90319
H -0.93155 7.25571 -2.03832
H -0.00956 5.14945 -1.62570
H -0.69677 5.01133 -3.22811
H -1.83424 3.93864 -0.70063
H -2.40020 1.74878 -3.88048
H -1.30494 3.58166 -5.34105
H -2.30243 4.65013 -4.34605
H -3.49572 4.18300 -6.34283
H -4.34303 3.41255 -5.01512
H -2.46863 1.96536 -6.95308
H -4.19191 2.10394 -7.16883
H -2.73928 0.36145 -5.14698
H -4.05668 -0.02126 -6.20922
H -4.37299 0.94252 -4.77972
O -0.91598 0.63084 1.40750
As -2.12800 1.15848 2.48171
C -1.22992 1.23429 4.15016
C 0.08224 0.78286 4.23511
C 0.72110 0.80663 5.46710
C 0.05116 1.27447 6.58747
C -1.26065 1.72332 6.49197
C -1.91007 1.70398 5.26921
C -2.68525 2.92070 2.01357
C -1.70687 3.90581 2.15342
C -2.00816 5.22034 1.82975
C -3.28117 5.54719 1.37688
C -4.24546 4.56246 1.21888
C -3.94771 3.24277 1.52985
C -3.53612 -0.10838 2.59779
C -4.83782 0.22321 2.96088
C -5.77022 -0.78801 3.14136
C -5.40035 -2.11406 2.96957
C -4.09533 -2.44092 2.62914
C -3.15613 -1.43845 2.44594
H 0.59401 0.41662 3.35311
H 1.74103 0.45811 5.55046
H 0.55265 1.29038 7.54494
H -1.77516 2.08574 7.37059
H -2.93454 2.05304 5.19707
H -0.72301 3.65441 2.53590
H -1.26132 5.99216 1.95926
H -3.52575 6.57810 1.15797
H -5.23224 4.81954 0.86024
H -4.69540 2.47841 1.37121
H -5.12875 1.25003 3.13578
H -6.78243 -0.53977 3.42857
H -6.12978 -2.89825 3.11803
H -3.80801 -3.47696 2.51228
H -2.12991 -1.68573 2.20085
```

**Total energy**: -7971.01624 Eh
**Energy above the lowest of the compared OMol25 structures with the same formula, charge and spin**: 1.685 eV
**Kohn-Sham gap (spin up / spin down)**: 6.20 / 6.20 eV
**Total charge**: +2
**F_max**: 0.820 eV/A